1.
This record from OMol25 describes C27H35BiBrN3O4S2 as an isolated structure. The level of theory is the ωB97M-V functional and the def2-TZVPD basis.

Results
LUMO energy: -0.11 eV
HOMO level: -7.2 eV
ΔE to the lowest compared entry with this formula, charge and spin: 79.89 kJ/mol
Kohn-Sham gap: 7.14 eV

ORCA input file:
```
! RIJCOSX wB97M-V def2-TZVPD def2/J DEFGRID3
* xyz 0 1
Bi -1.383 0.766 0.929
N 1.471 3.580 3.024
C 0.360 2.895 2.659
S 0.029 2.915 0.920
N -0.344 2.342 3.596
N -1.429 1.646 3.101
C -2.507 1.615 3.782
C -3.790 1.174 3.236
C -4.757 0.686 4.125
C -6.048 0.428 3.721
C -6.404 0.716 2.397
C -5.480 1.213 1.508
C -4.139 1.428 1.882
O -3.289 1.906 0.990
H 1.947 4.140 2.342
H 1.616 3.762 4.002
H -2.483 2.041 4.784
H -4.468 0.505 5.155
H -6.777 0.038 4.418
H -7.423 0.547 2.068
H -5.750 1.444 0.486
C 3.357 1.915 -5.238
C 3.757 0.645 -4.475
C 5.267 0.681 -4.243
C 3.434 -0.583 -5.339
C 2.974 0.550 -3.165
C 1.584 0.544 -3.187
C 0.893 0.381 -2.009
Br -1.021 0.467 -2.128
C 1.481 0.185 -0.740
O 0.762 -0.123 0.312
C 2.891 0.299 -0.711
C 3.576 0.457 -1.918
C 3.756 0.277 0.566
C 2.992 0.135 1.888
C 4.745 -0.896 0.485
C 4.531 1.602 0.637
H 3.921 1.987 -6.171
H 3.567 2.805 -4.641
H 2.296 1.919 -5.488
H 5.779 0.740 -5.205
H 5.618 -0.219 -3.734
H 5.563 1.552 -3.654
H 3.988 -0.541 -6.281
H 2.370 -0.636 -5.573
H 3.710 -1.502 -4.818
H 1.035 0.666 -4.112
H 4.655 0.512 -1.868
H 2.450 -0.805 1.948
H 2.279 0.945 2.029
H 3.720 0.170 2.704
H 4.204 -1.843 0.429
H 5.376 -0.915 1.377
H 5.396 -0.828 -0.388
H 3.835 2.445 0.630
H 5.217 1.726 -0.202
H 5.116 1.643 1.560
O -0.250 -2.502 1.295
C -0.018 -2.278 0.207
O -3.130 -1.296 1.243
S -3.385 -2.704 1.733
C -3.298 -3.758 0.250
C -4.678 -4.371 0.029
C -5.672 -3.297 0.466
C -5.187 -2.855 1.840
H -2.502 -4.489 0.388
H -3.013 -3.069 -0.546
H -4.799 -5.259 0.654
H -4.815 -4.669 -1.010
H -6.698 -3.664 0.496
H -5.633 -2.450 -0.223
H -5.399 -3.602 2.608
H -5.547 -1.880 2.168
*
```

Which charges does Löwdin predict for the atoms? In e, they are:
1 Bi 1.6688
2 N 0.0730
3 C -0.8456
4 S 0.5864
5 N 0.0013
6 N -0.1958
7 C -0.0679
8 C -0.1725
9 C -0.0546
10 C -0.1125
11 C -0.0986
12 C -0.0189
13 C -0.4113
14 O -0.3197
15 H 0.0773
16 H 0.1020
17 H 0.1387
18 H 0.1130
19 H 0.0979
20 H 0.1047
21 H 0.1177
22 C -0.0503
23 C -0.5611
24 C -0.0684
25 C -0.0489
26 C -0.1770
27 C -0.0977
28 C -0.5316
29 Br 0.7537
30 C -0.4414
31 O -0.4806
32 C -0.0773
33 C 0.0102
34 C -0.5243
35 C -0.0565
36 C -0.0464
37 C -0.0464
38 H 0.0827
39 H 0.0902
40 H 0.0751
41 H 0.0839
42 H 0.0858
43 H 0.0873
44 H 0.0826
45 H 0.0779
46 H 0.0901
47 H 0.0980
48 H 0.0892
49 H 0.0783
50 H 0.0556
51 H 0.0851
52 H 0.0901
53 H 0.0837
54 H 0.0733
55 H 0.0835
56 H 0.0749
57 H 0.0832
58 O 0.0045
59 C 0.0097
60 O -0.6781
61 S 0.9487
62 C -0.3133
63 C -0.2310
64 C -0.2307
65 C -0.3098
66 H 0.0862
67 H 0.0964
68 H 0.1133
69 H 0.1155
70 H 0.1147
71 H 0.1190
72 H 0.0954
73 H 0.0696

2.
This record from OMol25 describes C27H35BrCl2I2N5OSSi2W as an isolated structure. The level of theory is the ωB97M-V functional and the def2-TZVPD basis.

Results
LUMO energy (spin up / spin down): -3.58 / -3.58 eV
HOMO level (spin up / spin down): -10.3 / -10.3 eV
ΔE to the lowest compared entry with this formula, charge and spin: 115.77 kJ/mol
Kohn-Sham gap (spin up / spin down): 6.73 / 6.74 eV

ORCA input file:
```
! RIJCOSX wB97M-V def2-TZVPD def2/J DEFGRID3
* xyz 1 1
W 0.657 -0.051 0.202
Cl 2.890 -0.691 -0.409
C 3.414 -2.164 0.377
C 4.671 -2.672 0.107
C 5.028 -3.845 0.747
C 4.147 -4.468 1.624
C 2.899 -3.924 1.869
Cl 1.830 -4.706 2.973
C 2.505 -2.743 1.233
S 0.944 -1.978 1.496
H 5.339 -2.169 -0.578
H 6.000 -4.282 0.564
H 4.427 -5.384 2.125
O -4.327 3.079 -2.294
C -3.186 2.554 -1.849
C -1.954 3.206 -1.896
C -0.837 2.577 -1.395
N -0.879 1.357 -0.839
C -2.061 0.738 -0.871
Br -1.908 -1.040 -0.249
C -3.237 1.257 -1.333
H -4.195 3.966 -2.649
H -1.859 4.193 -2.331
H 0.132 3.044 -1.462
H -4.160 0.695 -1.324
C 1.580 3.834 0.507
Si 2.159 2.088 -0.007
C 3.807 2.070 0.926
C 2.504 2.162 -1.883
C 3.338 3.186 -2.346
C 3.653 3.326 -3.688
C 3.129 2.433 -4.611
C 2.298 1.413 -4.175
C 1.972 1.251 -2.823
Si 0.834 -0.213 -2.402
C 1.541 -1.839 -3.047
C -0.702 -0.046 -3.495
H 2.320 4.524 0.091
H 1.625 3.956 1.592
H 0.603 4.185 0.178
H 4.440 2.873 0.536
H 4.373 1.143 0.854
H 3.646 2.281 1.986
H 3.764 3.894 -1.642
H 4.308 4.125 -4.013
H 3.369 2.530 -5.662
H 1.901 0.720 -4.910
H 1.662 -1.772 -4.132
H 0.822 -2.641 -2.852
H 2.499 -2.141 -2.627
H -0.372 -0.233 -4.520
H -1.172 0.937 -3.489
H -1.457 -0.805 -3.274
C -1.092 2.260 1.971
N -1.517 2.825 3.233
C -2.425 1.885 3.893
N -1.768 0.602 4.135
C -1.341 0.042 2.875
N -0.378 0.947 2.125
C 0.771 1.194 3.081
N 0.340 1.749 4.343
C -0.345 3.018 4.091
C -0.596 0.826 4.983
H -0.416 2.952 1.470
H -1.973 2.097 1.350
H -3.302 1.728 3.261
H -2.750 2.309 4.843
H -2.213 -0.116 2.245
H -0.842 -0.908 3.053
H 1.460 1.885 2.602
H 1.274 0.242 3.244
H 0.344 3.712 3.608
H -0.666 3.447 5.040
H -0.917 1.243 5.937
H -0.096 -0.127 5.164
I -0.874 -4.477 0.127
I -2.570 -6.181 -1.024
*
```

Which charges does Löwdin predict for the atoms? In e, they are:
1 W 0.6291
2 Cl 0.7711
3 C -0.5533
4 C -0.0728
5 C -0.0526
6 C -0.0812
7 C -0.6769
8 Cl 0.6922
9 C -0.6478
10 S 0.5024
11 H 0.1205
12 H 0.1186
13 H 0.1160
14 O 0.1281
15 C -0.2867
16 C 0.0490
17 C -0.1236
18 N -0.1699
19 C -0.7032
20 Br 0.8777
21 C 0.0053
22 H 0.1340
23 H 0.1366
24 H 0.0877
25 H 0.1391
26 C -0.2065
27 Si 0.4650
28 C -0.2190
29 C -0.3335
30 C -0.1021
31 C -0.0725
32 C -0.0718
33 C -0.0968
34 C -0.3174
35 Si 0.4501
36 C -0.2157
37 C -0.1963
38 H 0.0390
39 H 0.0217
40 H 0.0160
41 H 0.0363
42 H 0.0028
43 H 0.0288
44 H 0.0946
45 H 0.1081
46 H 0.1082
47 H 0.0984
48 H 0.0351
49 H 0.0287
50 H 0.0045
51 H 0.0400
52 H 0.0231
53 H 0.0273
54 C -0.1749
55 N -0.0729
56 C -0.1509
57 N -0.0799
58 C -0.2152
59 N -0.1809
60 C -0.1940
61 N -0.0754
62 C -0.1442
63 C -0.1458
64 H 0.0847
65 H 0.1174
66 H 0.1321
67 H 0.1334
68 H 0.0761
69 H 0.0776
70 H 0.0750
71 H 0.1034
72 H 0.1250
73 H 0.1340
74 H 0.1337
75 H 0.1358
76 I 0.0948
77 I 0.0757

3.
This record from OMol25 describes C27H35BrCuN4P2 as an isolated structure in a non-equilibrium geometry. The level of theory is the ωB97M-V functional and the def2-TZVPD basis.

Results
LUMO energy (spin up / spin down): 0.20 / 0.19 eV
HOMO level (spin up / spin down): -4.4 / -4.4 eV
ΔE to the lowest compared entry with this formula, charge and spin: 140.88 kJ/mol
Kohn-Sham gap (spin up / spin down): 4.62 / 4.62 eV

ORCA input file:
```
! RIJCOSX wB97M-V def2-TZVPD def2/J DEFGRID3
* xyz 0 2
Cu -0.305 1.248 -5.339
C -1.623 1.692 -6.685
C -1.562 0.309 -6.511
C -0.642 -0.626 -7.233
C 0.800 -0.046 -7.434
C 1.375 0.765 -6.296
C 1.272 2.139 -6.058
C 0.551 3.127 -6.919
C -0.735 2.554 -7.567
C 1.128 0.670 -0.972
H -2.518 2.190 -6.283
H -2.388 -0.171 -5.983
H -1.075 -0.923 -8.205
H -0.606 -1.556 -6.638
H 1.430 -0.944 -7.533
H 0.816 0.481 -8.398
H 2.076 0.201 -5.671
H 1.924 2.584 -5.294
H 1.190 3.525 -7.722
H 0.297 3.969 -6.253
H -1.341 3.431 -7.818
H -0.469 2.029 -8.491
H 0.394 1.371 -1.391
H 1.932 1.262 -0.510
H 0.655 0.015 -0.222
P 1.787 -0.368 -2.232
P -1.976 -0.698 -1.896
N 2.887 0.700 -3.033
N 2.697 -1.560 -1.551
N -2.816 0.463 -2.857
N -3.106 -1.948 -1.667
C 0.667 -1.087 -3.410
C -0.827 -1.463 -3.118
C 2.939 2.095 -2.907
C 4.056 2.556 -3.588
C 4.684 1.428 -4.204
C 3.941 0.308 -3.872
C 3.572 -1.346 -0.473
C 4.288 -2.513 -0.275
C 3.845 -3.477 -1.249
C 2.871 -2.873 -2.020
C -2.605 1.844 -2.659
C -3.452 2.542 -3.495
C -4.156 1.583 -4.295
C -3.695 0.326 -3.940
C -4.340 -2.246 -2.266
C -5.022 -3.119 -1.442
C -4.187 -3.406 -0.315
C -3.010 -2.725 -0.492
H 1.096 -2.011 -3.816
H 0.657 -0.392 -4.274
H -1.368 -1.285 -4.076
H -0.915 -2.550 -2.904
H 2.194 2.605 -2.314
H 4.390 3.581 -3.638
H 5.578 1.434 -4.809
H 4.085 -0.731 -4.123
H 3.578 -0.390 0.038
H 5.058 -2.659 0.472
H 4.213 -4.490 -1.373
H 2.287 -3.247 -2.853
H -1.922 2.186 -1.897
H -3.530 3.613 -3.572
H -4.883 1.773 -5.072
H -3.916 -0.631 -4.394
H -4.613 -1.877 -3.238
H -6.008 -3.514 -1.624
H -4.434 -4.034 0.529
H -2.103 -2.699 0.083
Br -2.050 0.315 0.129
*
```

Which charges does Löwdin predict for the atoms? In e, they are:
1 Cu 0.4134
2 C -0.1865
3 C -0.2296
4 C -0.1908
5 C -0.1804
6 C -0.2158
7 C -0.2376
8 C -0.2059
9 C -0.1816
10 C -0.2114
11 H 0.0961
12 H 0.0802
13 H 0.1141
14 H 0.1031
15 H 0.1075
16 H 0.1035
17 H 0.0742
18 H 0.0829
19 H 0.1124
20 H 0.1141
21 H 0.1103
22 H 0.1041
23 H 0.0448
24 H 0.0657
25 H 0.0217
26 P 0.9601
27 P 0.4811
28 N -0.1722
29 N -0.2037
30 N -0.2288
31 N -0.2562
32 C -0.2786
33 C -0.3625
34 C -0.1277
35 C -0.0773
36 C -0.0679
37 C -0.1222
38 C -0.0888
39 C -0.0609
40 C -0.0627
41 C -0.0985
42 C -0.1807
43 C -0.0955
44 C -0.1032
45 C -0.1612
46 C -0.1165
47 C -0.0941
48 C -0.0976
49 C -0.1871
50 H 0.0819
51 H 0.0362
52 H 0.0491
53 H 0.0778
54 H 0.1055
55 H 0.1023
56 H 0.1007
57 H 0.1136
58 H 0.1146
59 H 0.1026
60 H 0.1045
61 H 0.1038
62 H 0.0508
63 H 0.0920
64 H 0.0983
65 H 0.0922
66 H 0.0741
67 H 0.0872
68 H 0.0913
69 H 0.0784
70 Br 0.1370